137
Properties=species:S:1:pos:R:3:forces:R:3 method="wB97M-V/def2-TZVPD" e_homo_ev=-10.2 total_energy_ha=-2783.6619 charge=+1
C 12.56937 -5.90490 0.30805 0.1 0.6 -0.6
C 12.50089 -4.33980 0.07192 -0.3 -0.9 0.5
C 11.78139 -3.54474 1.23591 0.9 0.8 -0.7
C 12.33775 -2.04313 1.21899 -0.8 -0.3 -0.2
C 11.13144 -0.98503 1.16962 1.6 0.4 0.4
C 11.23187 -0.06248 -0.11550 0.2 -0.2 -0.2
C 9.93231 -0.01824 -1.00937 0.3 0.7 0.3
C 8.59507 0.26198 -0.21764 -0.3 0.6 -1.5
C 8.31829 1.83073 -0.07347 -0.2 -1.4 0.8
C 6.79876 1.99119 0.32547 0.8 1.2 -0.6
C 6.23118 3.45985 0.10824 -0.6 -0.4 0.5
C 4.93559 3.61280 1.02160 -0.4 0.2 -0.3
C 3.60530 3.78652 0.16800 0.6 0.2 0.6
C 2.34700 3.93341 1.10421 -0.1 -0.9 -0.6
C 0.98043 4.02306 0.31571 -0.2 0.8 0.4
C -0.26821 3.67818 1.23359 0.6 0.7 0.0
C -1.64890 4.00912 0.55157 -0.6 0.3 1.0
C -2.83568 3.08367 1.07084 1.8 -0.3 -0.7
N -4.04242 3.39088 0.20928 -1.1 -0.5 1.5
C -5.24609 2.99356 0.87309 0.6 2.1 0.0
N -5.95653 4.04596 1.59824 0.3 -1.2 -0.9
N -5.70809 1.77930 0.82018 0.1 0.9 0.4
C -6.95754 1.28186 1.48039 -0.5 -0.6 1.1
C -6.67836 -0.13796 2.11263 0.4 -0.3 -0.9
C -7.84976 -1.17403 1.91693 1.1 -0.9 0.9
N -9.05057 -0.86721 2.71431 0.0 0.2 -1.0
C -10.28372 -0.74957 1.91031 -0.6 -0.1 -0.2
C -11.13436 -2.05700 1.81101 -1.5 -1.1 -0.8
C -10.93745 -3.27573 2.59279 -1.5 -0.2 -1.5
C -11.79221 -4.45327 2.36729 -0.5 0.8 -0.9
C -12.87762 -4.46483 1.37865 1.6 2.7 0.3
C -13.09029 -3.23482 0.61804 1.1 -0.2 1.1
C -12.23620 -2.05841 0.83850 -0.4 -2.1 0.6
O -12.53808 -0.91584 0.05841 -0.1 -0.9 1.2
H 13.08701 -6.12194 1.27660 -0.5 0.1 -0.8
H 13.18075 -6.32665 -0.53939 -0.6 0.1 0.9
H 11.55301 -6.38223 0.28757 0.9 0.4 0.1
H 13.56732 -4.00167 -0.07947 -1.2 -0.1 0.3
H 11.90695 -4.14449 -0.86843 0.8 -0.1 0.8
H 10.68218 -3.51365 0.98641 1.1 -0.2 0.6
H 11.96526 -3.96852 2.25548 -0.3 0.0 -1.0
H 13.02159 -1.83358 2.09193 -0.8 -0.4 -0.8
H 12.99625 -1.95450 0.30741 -0.8 0.2 0.9
H 11.29279 -0.33039 2.07760 -0.5 -0.6 -0.9
H 10.14099 -1.48227 1.31692 0.9 0.3 -0.4
H 11.54842 0.95934 0.24975 -0.6 -0.9 -0.6
H 12.07984 -0.40515 -0.79685 -1.1 0.4 1.0
H 9.88606 -0.93494 -1.66468 -0.1 0.7 0.9
H 10.05715 0.84733 -1.72643 -0.1 -1.0 0.6
H 8.51578 -0.26074 0.76796 0.2 0.5 -0.8
H 7.74157 -0.12485 -0.85020 0.8 0.2 0.6
H 8.98097 2.16699 0.77385 -0.6 0.2 -1.0
H 8.57866 2.37740 -1.02494 -0.3 -0.6 1.0
H 6.69465 1.74188 1.41158 0.0 0.0 -1.0
H 6.20088 1.28605 -0.30704 0.3 0.5 0.7
H 5.91839 3.64171 -0.96080 0.5 -0.3 1.0
H 6.99763 4.24908 0.35276 -0.7 -0.9 -0.1
H 5.07335 4.44521 1.76916 -0.3 -0.7 -0.8
H 4.78205 2.67777 1.62940 0.3 0.8 -0.5
H 3.70511 4.67839 -0.50495 -0.1 -0.7 0.5
H 3.54684 2.87490 -0.49551 -0.2 0.9 0.6
H 2.46990 4.81620 1.79322 -0.2 -0.9 -0.7
H 2.30545 2.99713 1.72906 0.1 0.9 -0.3
H 0.86895 5.10192 -0.00090 0.0 -1.1 0.1
H 0.97136 3.40601 -0.62075 0.1 0.4 0.9
H -0.18123 2.62866 1.62578 -0.2 0.8 -0.5
H -0.18154 4.36582 2.12715 -0.1 -0.9 -0.7
H -1.62695 3.99875 -0.57105 0.1 -0.2 1.0
H -1.92481 5.05603 0.88254 0.3 -0.9 -0.7
H -2.47049 2.02977 0.92984 -0.8 0.8 0.1
H -3.06462 3.25908 2.15439 0.3 -0.1 -0.8
H -4.05740 4.42349 0.19830 -0.1 -0.5 -0.3
H -5.93630 4.90828 1.03637 0.0 -0.3 0.2
H -5.45018 4.26973 2.46145 -0.1 -0.2 -0.2
H -5.14713 1.11079 0.27643 -0.4 0.3 0.3
H -7.78145 1.28652 0.72217 0.8 -0.2 0.5
H -7.27642 1.94926 2.32181 0.6 -0.4 -1.2
H -6.37946 -0.04986 3.19006 -0.4 0.0 -1.0
H -5.77083 -0.55853 1.57697 -0.9 0.2 0.6
H -8.03393 -1.31736 0.82067 -0.2 0.3 0.9
H -7.44949 -2.16591 2.29052 -0.2 1.0 -0.6
H -9.15265 -1.54412 3.47148 0.0 0.4 -0.4
H -10.00525 -0.45611 0.85526 -0.2 -0.2 1.1
H -10.91228 0.11240 2.28541 0.5 -1.0 -0.3
H -10.13347 -3.32142 3.37237 -0.9 -0.1 -0.9
H -11.64853 -5.40833 2.93565 0.1 1.2 -0.4
H -13.53218 -5.34678 1.18733 0.8 0.8 0.3
H -13.92627 -3.19315 -0.15335 1.2 0.0 1.0
H -13.51530 -0.88671 0.08751 0.7 0.2 -0.3
C -10.20923 4.30916 2.05571 -0.2 0.2 -0.2
O -10.15652 4.93576 1.01216 0.1 -0.1 0.0
N -11.34398 4.21183 2.79852 -0.3 0.0 0.1
N -9.12836 3.65029 2.56689 0.4 -0.3 0.1
H -11.40637 3.70099 3.65944 0.0 0.0 0.0
H -12.16036 4.68521 2.45176 0.1 0.0 0.0
H -8.26811 3.68487 2.04813 -0.1 0.3 0.1
H -9.15166 3.12803 3.42394 -0.1 0.1 0.0
C 14.40811 -0.41912 -3.07742 -0.1 0.1 0.1
O 13.40231 0.02300 -2.54796 0.1 0.0 -0.1
N 14.51711 -1.71797 -3.47437 -0.2 -0.4 -0.1
N 15.50747 0.34635 -3.31689 0.2 0.4 0.0
H 15.33426 -2.10157 -3.91102 0.0 0.1 0.0
H 13.72403 -2.31395 -3.31349 0.1 0.1 0.0
H 15.46384 1.31052 -3.03702 0.0 -0.1 0.0
H 16.34379 0.00255 -3.75033 0.0 0.0 0.0
C -3.80360 7.01258 -1.85049 0.1 0.2 0.0
O -4.11115 7.20095 -0.67967 0.0 -0.4 0.1
N -2.93521 7.81147 -2.51936 0.2 0.3 0.1
N -4.31245 5.97887 -2.57232 -0.2 -0.5 0.0
H -2.67214 7.67187 -3.47724 -0.1 0.0 0.0
H -2.54065 8.58536 -2.01272 0.0 -0.1 -0.1
H -4.95824 5.37395 -2.09828 0.0 0.1 -0.2
H -4.08213 5.79207 -3.53081 0.0 0.0 0.0
C -15.45749 -3.83193 -3.13526 -0.2 -0.2 0.1
O -15.76280 -3.63613 -1.96988 0.2 0.1 0.1
N -14.59607 -3.01793 -3.81088 0.5 0.4 0.0
N -15.94574 -4.87224 -3.85691 -0.2 -0.2 0.0
H -14.32849 -3.15729 -4.76846 0.0 0.0 0.0
H -14.21581 -2.23631 -3.30624 -0.2 0.0 -0.1
H -16.58365 -5.49366 -3.39089 0.1 0.1 0.0
H -15.70551 -5.04924 -4.81460 0.0 0.0 0.1
C 16.53322 -5.53545 0.62213 0.0 0.2 0.1
O 16.60914 -4.38571 1.01750 0.0 -0.1 0.0
N 16.93350 -6.59868 1.37379 0.1 -0.2 0.3
N 16.04052 -5.85680 -0.60721 -0.1 0.1 -0.5
H 16.87918 -7.55178 1.06687 0.0 0.1 0.0
H 17.30257 -6.40038 2.28721 0.0 0.0 -0.1
H 15.73483 -5.09743 -1.18981 0.0 -0.1 0.1
H 15.96837 -6.79540 -0.95281 0.0 0.0 0.1
C -10.72743 -4.36972 -3.72783 -0.2 -0.1 -0.1
O -11.32036 -5.27711 -4.28401 0.0 0.1 0.0
N -11.36921 -3.29343 -3.19486 -0.3 0.3 0.0
N -9.37091 -4.35413 -3.59195 0.5 -0.2 -0.1
H -10.90206 -2.53539 -2.73323 0.0 -0.1 0.0
H -12.37262 -3.27288 -3.27696 0.1 -0.1 0.1
H -8.86348 -5.13312 -3.97376 -0.1 0.1 0.0
H -8.86405 -3.61808 -3.13831 -0.1 0.0 0.0